Record 1
The following is a quantum chemistry calculation of one molecule with the formula C6H11OP in a non-equilibrium geometry, from the Open Molecules 2025 dataset.

```
! wB97M-V def2-TZVPD RIJCOSX def2/J DEFGRID3
* xyz 0 1
C -1.702 -3.296 -0.934
C -0.714 -2.270 -0.928
C 0.074 -1.387 -0.948
C 0.994 -0.140 -0.855
P 0.936 0.566 0.842
C 1.656 2.208 0.437
C -0.827 1.123 1.177
O 1.599 -0.224 1.927
H -1.580 -3.978 -0.071
H -1.624 -3.747 -1.933
H -2.659 -2.782 -0.946
H 0.549 0.659 -1.434
H 1.956 -0.310 -1.130
H 2.009 2.319 -0.673
H 0.687 2.988 0.457
H 2.356 2.587 1.164
H -0.537 2.026 1.943
H -1.372 1.636 0.346
H -1.416 0.323 1.612
*
```

The largest force on an atom is 0.101 Eh/bohr. As for the orbital gap: 10.2 eV. The calculation puts the energy above the lowest of the compared OMol25 structures with the same formula, charge and spin at 47.6 kcal per mole. The HOMO energy comes out at -0.3480 Ha. The value obtained for the total energy is -17734.87451 eV.

---

Record 2
The following is a quantum chemistry calculation of an isolated ion of composition C3H9N2O and charge +1 in a non-equilibrium geometry, from the Open Molecules 2025 dataset.

```
! wB97M-V def2-TZVPD RIJCOSX def2/J DEFGRID3
* xyz 1 1
C 0.585 1.535 -1.603
N 0.557 0.709 -0.369
C -0.264 -0.592 -0.211
C -0.206 -0.848 1.291
N -1.158 -1.629 1.810
O 0.645 -0.294 1.958
H 1.080 2.454 -1.267
H 1.041 1.225 -2.544
H -0.443 1.788 -1.868
H 0.263 1.278 0.430
H 1.503 0.426 -0.094
H -1.209 -0.365 -0.701
H 0.221 -1.350 -0.816
H -0.888 -2.053 2.691
H -1.725 -2.284 1.293
*
```

The largest force on an atom is 0.042 Eh/bohr. As for the orbital gap: 11.7 eV. The calculation puts the energy above the lowest of the compared OMol25 structures with the same formula, charge and spin at 21.3 kcal per mole. The HOMO energy comes out at -0.5521 Ha. The value obtained for the total energy is -8278.14940 eV.

---

Record 3
The following is a quantum chemistry calculation of a 3-piece molecular cluster, C18H42ClN6O6 overall in a non-equilibrium geometry, from the Open Molecules 2025 dataset.

```
! wB97M-V def2-TZVPD RIJCOSX def2/J DEFGRID3
* xyz 1 1
N 2.166 -5.677 1.744
C 1.969 -4.191 1.472
C 2.708 -3.371 2.652
C 3.978 -2.558 2.084
N 3.637 -1.770 0.827
C 4.287 -0.632 0.841
O 4.943 0.401 0.592
O 4.568 -1.599 3.009
C 4.211 -1.856 4.395
N 5.003 -2.994 5.005
C 2.620 -1.985 4.643
N 1.838 -2.382 3.381
Cl 0.336 -3.037 3.956
H 1.726 -5.937 2.646
H 3.185 -5.820 1.906
H 2.437 -4.028 0.422
H 0.850 -3.976 1.358
H 3.024 -4.163 3.445
H 4.811 -3.318 1.794
H 4.553 -0.917 4.992
H 5.991 -2.688 4.922
H 4.918 -3.845 4.422
H 2.434 -2.842 5.408
H 2.167 -1.022 5.069
H 1.739 -1.516 2.818
C -3.715 0.201 -1.834
O -3.873 -1.204 -1.969
C -3.540 -1.695 -3.268
C -2.229 -2.488 -3.232
N -1.080 -1.609 -3.008
C 0.156 -2.317 -2.668
C 0.162 -3.181 -1.395
O 0.076 -2.435 -0.179
C -1.241 -2.047 0.184
H -4.196 0.507 -0.903
H -2.659 0.474 -1.775
H -4.193 0.737 -2.661
H -3.508 -0.898 -4.017
H -4.343 -2.380 -3.556
H -2.098 -3.012 -4.185
H -2.322 -3.237 -2.439
H -1.294 -0.972 -2.246
H 0.931 -1.551 -2.556
H 0.450 -2.937 -3.522
H 1.132 -3.690 -1.360
H -0.589 -3.977 -1.417
H -1.991 -2.787 -0.110
H -1.472 -1.070 -0.241
H -1.272 -1.942 1.272
C 0.963 5.565 -0.160
O -0.227 6.327 -0.291
C -0.539 6.674 -1.642
C -1.750 5.881 -2.146
N -1.422 4.467 -2.335
C -2.589 3.603 -2.527
C -3.631 3.538 -1.396
O -3.166 2.901 -0.207
C -2.402 3.733 0.650
H 1.233 5.542 0.898
H 0.810 4.536 -0.494
H 1.789 6.019 -0.717
H 0.322 6.561 -2.308
H -0.808 7.735 -1.635
H -2.084 6.302 -3.101
H -2.553 6.012 -1.415
H -0.917 4.132 -1.520
H -2.202 2.590 -2.683
H -3.090 3.893 -3.458
H -4.458 2.918 -1.759
H -4.073 4.514 -1.169
H -2.737 4.774 0.632
H -1.344 3.660 0.394
H -2.514 3.356 1.670
*
```

The largest force on an atom is 0.157 Eh/bohr. As for the orbital gap: 5.7 eV. The HOMO energy comes out at -0.3771 Ha. The value obtained for the total energy is -53081.88585 eV.

---

Record 4
The following is a quantum chemistry calculation of C7H19BeBrCaClF3MgN3O9P2S as an isolated structure in a non-equilibrium geometry, from the Open Molecules 2025 dataset.

```
! wB97M-V def2-TZVPD RIJCOSX def2/J DEFGRID3
* xyz 1 1
N -0.696 -3.089 -0.779
P 0.365 -2.261 0.131
O 0.624 -3.160 1.524
O 1.795 -2.187 -0.769
C -0.422 -0.572 0.468
Br -2.280 -0.968 1.146
C 0.283 0.275 1.645
O -0.579 1.405 1.905
C -0.686 2.284 0.739
P -2.456 2.945 0.434
O -3.016 2.844 -1.252
O -3.665 2.162 1.363
S -2.438 4.830 0.848
C -0.087 1.667 -0.603
N -0.641 0.254 -0.786
H -0.979 -3.958 -0.282
H -0.171 -3.692 1.766
H 1.577 -1.850 -1.676
H 1.359 0.565 1.424
H 0.306 -0.400 2.567
H -0.036 3.245 0.983
H -3.499 1.995 -1.370
H -3.993 1.428 0.799
H -0.376 2.299 -1.512
H 1.063 1.652 -0.591
H -1.664 0.392 -0.919
H -0.236 -0.209 -1.627
C 3.462 -4.666 -3.598
N 3.713 -3.237 -3.288
O 4.869 -2.913 -3.027
O 2.759 -2.482 -3.315
H 4.407 -5.217 -3.537
H 2.749 -5.039 -2.863
H 3.054 -4.716 -4.607
F 5.103 -6.701 -4.504
O -0.912 3.800 4.024
C -1.855 2.920 4.058
C -2.778 3.168 5.413
O -3.708 2.270 5.446
H -1.551 1.862 4.101
H -2.567 2.912 3.218
H -3.093 4.222 5.357
H -2.063 3.188 6.251
Mg -1.504 -4.298 -2.195
Be 6.497 -1.987 -2.075
F 0.621 4.542 0.480
F 7.422 -2.039 -4.288
Cl -0.823 3.848 -2.995
Ca -3.258 2.665 -3.630
*
```

The largest force on an atom is 0.136 Eh/bohr. As for the orbital gap: 1.7 eV. The calculation puts the energy above the lowest of the compared OMol25 structures with the same formula, charge and spin at 0.0 kcal per mole. The HOMO energy comes out at -0.3317 Ha. The value obtained for the total energy is -174852.93667 eV.

---

Record 5
The following is a quantum chemistry calculation of one molecule with the formula C6H6O2 in a non-equilibrium geometry, from the Open Molecules 2025 dataset.

```
! wB97M-V def2-TZVPD RIJCOSX def2/J DEFGRID3
* xyz 0 1
C 2.073 -0.976 -0.087
C 0.941 -0.227 -0.051
O 0.536 0.258 -1.140
C -0.873 0.591 -0.878
C -0.898 1.073 0.510
C -0.160 -0.184 0.917
C -1.293 -0.802 -0.275
O -2.200 -1.576 -0.321
H 3.105 -0.990 0.752
H 2.628 -0.971 -1.068
H -1.285 1.256 -1.488
H -2.189 1.066 0.739
H -0.370 2.095 0.532
H -0.017 -0.612 1.859
*
```

The largest force on an atom is 0.126 Eh/bohr. As for the orbital gap: 8.8 eV. The calculation puts the energy above the lowest of the compared OMol25 structures with the same formula, charge and spin at 113.8 kcal per mole. The HOMO energy comes out at -0.2997 Ha. The value obtained for the total energy is -10408.47522 eV.

---

Record 6
The following is a quantum chemistry calculation of C17H26CeN2 as an isolated structure in a non-equilibrium geometry, from the Open Molecules 2025 dataset.

```
! wB97M-V def2-TZVPD RIJCOSX def2/J DEFGRID3
* xyz 2 1
C 2.924 1.488 -0.158
C 2.468 2.040 -1.771
H 2.379 2.019 0.663
H 3.959 1.847 -0.121
H 2.999 0.366 -0.058
H 1.669 2.821 -1.777
H 3.391 2.552 -2.066
H 2.339 1.202 -2.506
C -0.057 1.417 2.517
C -0.845 1.506 3.670
C -2.236 1.506 3.542
C -2.799 1.405 2.271
H 1.038 1.409 2.569
H -0.357 1.565 4.640
H -2.878 1.578 4.419
H -3.876 1.397 2.123
N -0.601 1.325 1.276
C -1.968 1.294 1.137
C -2.504 1.081 -0.222
N -1.593 0.945 -1.241
C -2.024 0.667 -2.497
C -4.322 0.678 -1.781
C -3.380 0.515 -2.800
H -1.239 0.559 -3.252
H -3.669 0.269 -3.819
C -3.883 0.968 -0.490
H -4.583 1.100 0.332
H -5.386 0.577 -1.985
Ce 0.874 0.826 -0.750
C 1.101 -0.676 -2.549
H 0.973 -0.142 -3.507
H 0.300 -1.426 -2.442
H 2.081 -1.182 -2.515
C 2.944 -2.382 0.567
C 1.461 -2.540 0.245
C 0.824 -3.615 1.129
C 0.720 -1.213 0.402
H 3.085 -1.955 1.569
H 3.451 -1.731 -0.156
H 3.452 -3.356 0.540
H 1.358 -2.857 -0.803
H 0.834 -3.306 2.181
H -0.216 -3.787 0.836
H 1.362 -4.565 1.046
H -0.352 -1.343 0.153
H 0.783 -0.846 1.438
*
```

The largest force on an atom is 0.186 Eh/bohr. As for the orbital gap (alpha / beta): 7.5 / 7.5 eV. The calculation puts the energy above the lowest of the compared OMol25 structures with the same formula, charge and spin at 32.5 kcal per mole. The HOMO energy (alpha / beta) comes out at -0.5504 / -0.5504 Ha. The value obtained for the total energy is -33940.35567 eV.